Run a
# CH5N3

A single CH5N3 molecule (ωB97M-V with the def2-TZVPD basis set, the OMol25 dataset).

Geometry as ORCA input:
```
! RIJCOSX wB97M-V def2-TZVPD def2/J DEFGRID3
* xyz 0 1
N -0.573 -1.158 -0.636
C 0.043 -0.013 -0.165
N 0.441 0.247 1.168
N 0.202 0.982 -0.999
H -0.830 -1.039 -1.590
H -1.053 -1.915 -0.116
H -0.091 0.010 1.918
H 0.920 1.176 1.227
H 0.940 1.711 -0.806
*
```

The SMILES is N=C(N)N. The LUMO energy comes out at 0.93 eV. Its HOMO energy is -0.3070 Eh.

Run b
# CH5N3

A single CH5N3 molecule (ωB97M-V with the def2-TZVPD basis set, the OMol25 dataset).

Geometry as ORCA input:
```
! RIJCOSX wB97M-V def2-TZVPD def2/J DEFGRID3
* xyz 0 1
C 0.000 0.229 -0.077
H 1.849 -0.373 -0.406
H 0.677 -1.720 0.358
H -1.616 -1.081 -0.591
H -1.981 0.623 0.613
H 1.241 1.676 0.144
N 0.919 -0.738 0.052
N -1.358 -0.110 -0.040
N 0.268 1.494 -0.053
*
```

The SMILES is N=C(N)N. The LUMO energy comes out at 0.71 eV. Its HOMO energy is -0.3159 Eh.

Which structure wins on stability? run a wins.

Run a
# C4H7N3

A single C4H7N3 molecule (ωB97M-V with the def2-TZVPD basis set, the OMol25 dataset).

Geometry as ORCA input:
```
! RIJCOSX wB97M-V def2-TZVPD def2/J DEFGRID3
* xyz 0 1
C 2.491 0.064 0.185
N 1.081 -0.238 0.068
C 0.047 0.588 -0.219
C -1.070 -0.196 -0.060
C -2.521 0.143 -0.177
N -0.655 -1.443 0.302
N 0.637 -1.459 0.384
H 2.998 -0.879 0.389
H 2.666 0.756 1.015
H 2.874 0.495 -0.744
H 0.185 1.625 -0.495
H -3.065 -0.289 0.668
H -2.673 1.226 -0.167
H -2.966 -0.255 -1.095
*
```

The SMILES is Cc1cn(C)nn1. The LUMO energy comes out at 0.87 eV. Its HOMO energy is -0.3433 Eh.

Run b
# C4H7N3

3 unconnected molecules or ions with the total composition C4H7N3 (ωB97M-V with the def2-TZVPD basis set, the OMol25 dataset).

Geometry as ORCA input:
```
! RIJCOSX wB97M-V def2-TZVPD def2/J DEFGRID3
* xyz 0 1
C 1.705 -0.888 -1.086
C 0.763 0.131 -0.517
N -0.112 -0.116 0.383
C -0.924 0.895 0.908
N -0.784 2.114 0.599
C -1.934 0.396 1.852
N -2.745 0.058 2.606
H 1.502 -1.915 -0.779
H 2.701 -0.576 -0.739
H 1.739 -0.855 -2.183
H -0.702 -1.733 -1.068
H 0.919 1.160 -0.817
H -0.677 -1.381 -0.239
H -1.450 2.711 1.080
*
```

The LUMO energy comes out at -0.85 eV. Its HOMO energy is -0.3497 Eh.

Run c
# C4H7N3

A single C4H7N3 molecule (ωB97M-V with the def2-TZVPD basis set, the OMol25 dataset).

Geometry as ORCA input:
```
! RIJCOSX wB97M-V def2-TZVPD def2/J DEFGRID3
* xyz 0 1
N -2.539 -0.368 -0.055
C -1.134 -0.198 -0.053
C -0.121 -1.130 0.083
C 1.061 -0.229 0.114
N 2.431 -0.640 0.163
C 0.663 1.161 -0.025
N -0.674 1.124 -0.147
H -2.917 -0.307 -1.000
H -2.746 -1.308 0.280
H 0.668 -0.095 1.316
H 2.914 -0.308 -0.665
H 2.459 -1.659 0.151
H 1.252 2.072 -0.065
H -1.288 1.933 -0.084
*
```

The LUMO energy comes out at 0.62 eV. Its HOMO energy is -0.2885 Eh.

Run d
# C4H7N3

A single C4H7N3 molecule (ωB97M-V with the def2-TZVPD basis set, the OMol25 dataset).

Geometry as ORCA input:
```
! RIJCOSX wB97M-V def2-TZVPD def2/J DEFGRID3
* xyz 0 1
C -2.105 0.341 0.138
C -0.088 0.781 -1.077
C 0.006 0.116 1.334
C -0.696 -0.085 0.032
N -3.166 0.747 0.041
N -0.181 -2.414 -0.347
N -0.828 -1.430 -0.669
H -0.604 0.436 -2.016
H -0.095 1.866 -0.631
H 0.980 0.498 -1.203
H 1.097 -0.346 1.418
H -0.654 -0.369 2.108
H 0.001 1.127 1.752
H -0.426 -3.284 -0.930
*
```

The SMILES is [H]/N=N/C(C)(C)C#N. The LUMO energy comes out at 0.60 eV. Its HOMO energy is -0.3455 Eh.

Which structure wins on stability? run a wins.

Run a
# C4H7N3

A single C4H7N3 molecule (ωB97M-V with the def2-TZVPD basis set, the OMol25 dataset).

Geometry as ORCA input:
```
! RIJCOSX wB97M-V def2-TZVPD def2/J DEFGRID3
* xyz 0 1
C 2.251 0.198 0.283
N 1.200 0.210 -0.721
C -0.136 0.161 -0.363
N -1.060 0.727 -1.129
N -2.240 0.229 -0.669
C -2.067 -0.537 0.422
C -0.722 -0.578 0.702
H 1.980 -0.457 1.124
H 3.159 -0.207 -0.165
H 2.504 1.173 0.725
H 1.376 0.619 -1.645
H -3.068 0.783 -0.854
H -2.886 -1.152 0.785
H -0.290 -1.169 1.504
*
```

The SMILES is CNc1cc[nH]n1. The LUMO energy comes out at 1.14 eV. Its HOMO energy is -0.2895 Eh.

Run b
# C4H7N3

A single C4H7N3 molecule (ωB97M-V with the def2-TZVPD basis set, the OMol25 dataset).

Geometry as ORCA input:
```
! RIJCOSX wB97M-V def2-TZVPD def2/J DEFGRID3
* xyz 0 1
N 2.130 1.038 1.024
C 0.964 0.436 0.494
C -0.173 -0.055 1.103
C -1.022 -0.384 -0.111
N -2.059 -1.363 -0.037
C -0.227 -0.202 -1.323
N 0.911 0.338 -0.912
H 1.923 1.376 1.949
H 2.880 0.375 1.153
H -1.349 0.688 0.112
H -2.909 -1.067 -0.503
H -2.262 -1.486 0.948
H -0.433 -0.410 -2.368
H 1.628 0.718 -1.527
*
```

The LUMO energy comes out at 0.64 eV. Its HOMO energy is -0.2912 Eh.

Which structure wins on stability? run a wins.